The following is a quantum chemistry calculation of a molecular structure, C18H41F6NO12V in a non-equilibrium geometry, from OMol25.

XYZ file:
```
79
Properties=species:S:1:pos:R:3:forces:R:3
O -11.3861 -0.4937 4.4086 -0.07 -0.47 0.15
V -12.2478 -1.3434 5.3740 1.69 1.82 2.34
C -12.5832 1.3784 7.3477 1.41 -0.89 -1.07
O -11.7397 1.7172 8.4334 -0.42 0.40 0.35
O -12.3029 0.0997 7.0484 -1.09 -1.73 -1.31
C -14.0595 1.6118 7.7295 0.65 -0.08 1.21
F -14.2684 2.8614 8.1815 -0.15 0.54 -0.30
F -14.9148 1.4188 6.7129 -0.15 -0.24 0.00
F -14.4299 0.8232 8.7558 -0.17 -0.37 -0.39
C -11.3408 3.0595 8.5283 -0.06 1.07 0.57
C -10.5580 3.2048 9.8277 0.66 -0.48 0.15
H -9.7486 2.4708 9.8765 -0.01 -0.06 -0.32
H -10.0671 4.1692 9.9641 -0.30 0.18 -0.20
H -11.1434 2.9784 10.7192 -0.38 0.20 -0.18
H -12.1733 3.7744 8.5310 -0.28 -0.31 0.29
H -10.7711 3.4327 7.6658 0.45 -0.62 -0.13
H -12.3019 2.0428 6.5138 -0.50 0.36 -0.09
C -10.2616 -3.4696 6.1741 0.92 1.48 1.01
O -10.0826 -3.0739 4.8179 0.33 -0.80 0.29
O -10.9148 -2.4561 6.7897 -1.79 -0.14 -1.71
C -10.9121 -4.8647 6.3743 -0.59 0.82 -0.93
F -11.2367 -5.1310 7.6403 0.26 0.04 -0.22
F -12.0862 -4.9207 5.6548 0.30 -0.42 0.21
F -10.1040 -5.8468 5.9244 -0.35 -0.02 0.16
C -9.1491 -3.7792 4.0246 -1.39 0.01 -1.51
C -8.9720 -2.9992 2.7161 1.25 0.06 0.67
H -8.2808 -3.6128 2.1306 -0.25 0.14 -0.42
H -9.8759 -2.7470 2.1670 -0.19 -0.35 0.11
H -8.4509 -2.0572 2.9037 -0.10 0.05 0.06
H -9.6109 -4.7272 3.7177 0.30 -0.24 0.30
H -8.1786 -3.9856 4.4796 -0.08 0.21 0.38
H -9.2529 -3.5797 6.6099 0.14 -0.21 0.07
C -14.1634 2.6779 4.2456 -0.70 -0.47 -0.10
O -12.8686 2.2214 3.9314 -0.19 0.27 0.13
C -11.9479 3.2597 4.0918 1.66 1.17 -0.67
C -10.5277 2.8167 3.7324 -0.60 -2.23 -0.06
N -10.4261 2.3377 2.3432 -0.33 1.55 0.19
C -9.2302 1.5724 2.0771 -0.67 0.31 -0.38
C -9.1194 1.1080 0.6348 1.59 -0.43 -0.50
O -9.7817 -0.1298 0.3990 -0.77 0.08 0.48
C -9.3733 -0.8416 -0.7233 1.34 -0.06 -0.91
H -14.8099 1.8053 4.3489 0.19 0.07 0.05
H -14.6132 3.2900 3.4552 0.33 0.29 -0.08
H -14.2069 3.2103 5.1986 0.16 0.14 -0.08
H -11.8949 3.6523 5.1143 -0.33 -0.18 0.13
H -12.1678 4.1199 3.4412 -0.44 -0.05 -0.03
H -10.3651 1.9170 4.3479 0.26 0.24 0.44
H -9.7591 3.5443 3.9870 -0.16 0.30 -0.14
H -11.3178 1.9341 2.0931 0.28 -0.70 -0.03
H -9.0916 0.7194 2.7552 -0.06 -0.19 -0.05
H -8.3919 2.2508 2.2545 0.13 -0.05 -0.03
H -8.0561 0.9099 0.4278 0.07 -0.07 0.29
H -9.3503 1.8391 -0.1468 -0.67 0.22 0.37
H -9.5542 -0.3462 -1.6870 -0.57 0.14 0.19
H -9.7896 -1.8464 -0.7332 -0.30 0.14 0.18
H -8.2780 -0.9541 -0.7371 -0.03 -0.11 0.33
O -12.6262 -2.8833 3.7575 -0.57 -0.21 -0.14
H -12.4351 -2.7724 2.8180 0.21 0.45 0.22
H -13.0584 -3.7423 3.8411 0.21 0.07 0.33
C -13.1254 -0.2651 0.5487 1.08 -0.30 -0.06
C -14.2391 0.7205 0.7626 -0.08 0.23 -0.48
O -14.9407 0.3538 1.9496 -0.01 -0.06 0.09
O -12.1421 -0.1693 1.5716 -0.41 -0.22 -0.05
H -12.6057 -0.1073 -0.4018 -0.42 0.32 -0.25
H -13.5111 -1.2890 0.4973 -0.31 0.00 0.12
H -14.9212 0.7235 -0.0929 -0.03 -0.32 -0.03
H -13.8453 1.7406 0.8011 0.14 -0.04 0.44
H -15.7960 0.7906 1.9801 0.05 0.12 -0.05
H -11.2536 -0.2479 1.1492 -0.45 0.04 0.29
C -15.1753 -1.7501 6.1301 -0.78 -0.34 0.23
C -15.2739 -1.2495 4.7039 1.53 0.09 -0.52
O -14.0889 -0.4657 4.4304 0.11 -0.53 1.14
O -13.9735 -2.4999 6.3533 0.30 0.69 -1.27
H -15.9879 -2.4555 6.3161 -0.36 0.40 0.01
H -15.2418 -0.8727 6.7759 0.18 -0.30 0.26
H -16.1281 -0.5847 4.5799 -0.31 -0.35 0.09
H -15.2232 -2.0536 3.9646 -0.68 -0.16 0.17
H -14.1469 -0.0777 3.5346 0.28 -0.15 -0.02
H -14.0145 -3.0765 7.1194 0.11 0.22 0.21
```
Positions in Å, forces in eV/Å.

## Properties
Relative energy (zero: lowest compared OMol25 entry of this formula, charge and spin): 0.00 kJ/mol
Molar mass: 628.45 g mol⁻¹
<S²>: 0.772
Gap between HOMO and LUMO (alpha / beta): 8.13 / 8.14 eV
HOMO (alpha / beta): -8.20 / -8.20 eV
Spin multiplicity: 2

The following is a quantum chemistry calculation of a molecular structure, C18H41IrO2P3 in a non-equilibrium geometry, from OMol25.

XYZ file:
```
65
Properties=species:S:1:pos:R:3:forces:R:3
Ir 0.3254 0.1789 0.3479 0.20 0.68 -0.20
P -0.1037 1.9447 1.6021 -0.74 4.48 2.47
P 1.1552 -0.8131 2.2660 1.17 -0.65 2.08
P -1.0892 1.4327 -1.3720 -1.35 1.42 -1.27
H -0.0182 -4.5941 1.1057 0.13 0.09 -0.18
C 0.0705 -4.3978 0.0384 -2.73 -2.02 1.04
C 1.1625 -3.9411 -0.6042 3.07 0.07 -2.04
H 2.1430 -3.6844 -0.1920 -0.66 -0.05 0.12
C -1.7922 1.8625 2.3279 0.07 -0.47 -0.20
C 0.8745 2.4806 3.0824 0.33 -0.35 0.01
C -0.1430 3.6649 0.8525 -0.06 -0.70 -0.34
C 1.5717 -2.5618 2.0770 -0.22 -0.10 -0.60
C 2.8174 -0.1138 2.5941 -0.13 0.30 -0.28
C 0.1844 -0.8220 3.8108 -0.28 0.23 -0.17
C -1.4766 0.6302 -2.9509 0.56 -1.48 0.29
C -0.2409 2.8789 -2.1447 0.50 0.52 0.21
C -2.8111 1.9173 -0.9702 0.03 0.04 0.53
H -0.7633 -4.7765 -0.5639 0.23 0.15 0.23
H 1.1818 -4.0688 -1.6847 -0.03 0.17 0.03
H -1.9095 2.6765 3.0581 0.16 -0.20 -0.22
H -1.9293 0.9016 2.8360 -0.15 0.23 -0.02
H -2.5589 1.9733 1.5529 0.21 -0.08 0.30
H 0.5008 3.4655 3.4104 -0.01 -0.47 -0.24
H 1.9348 2.6040 2.8235 -0.26 0.00 0.11
H 0.7777 1.7917 3.9283 0.17 0.34 -0.27
H -0.9692 3.7760 0.1462 0.24 -0.02 0.25
H 0.8081 3.8643 0.3543 -0.14 0.10 -0.02
H -0.2933 4.4171 1.6308 0.05 -0.31 0.12
H 1.9333 -3.0050 3.0153 -0.07 0.33 -0.13
H 2.3404 -2.6536 1.3066 0.03 0.10 0.38
H 0.6816 -3.0951 1.7524 0.14 0.15 0.37
H 2.7828 0.6556 3.3660 0.02 -0.11 -0.09
H 3.2037 0.3149 1.6618 0.08 -0.08 0.30
H 3.4834 -0.9206 2.9157 -0.15 0.04 0.00
H 0.5860 -1.6030 4.4721 0.00 0.16 -0.25
H -0.8599 -1.0595 3.5818 0.10 -0.04 0.15
H 0.2285 0.1323 4.3444 -0.09 -0.36 -0.16
H -1.9944 1.3687 -3.5640 0.05 0.04 0.16
H -2.1228 -0.2390 -2.8015 0.05 0.30 -0.11
H -0.5568 0.3146 -3.4447 -0.14 0.13 -0.17
H -0.5581 2.9066 -3.1928 0.09 -0.12 0.17
H 0.8528 2.7716 -2.1121 -0.42 0.05 -0.05
H -0.5196 3.8332 -1.6912 0.12 -0.27 -0.10
H -3.3700 1.8963 -1.9180 0.23 0.12 0.31
H -2.8862 2.9209 -0.5346 -0.02 -0.28 -0.06
H -3.2624 1.1726 -0.3001 0.05 0.27 -0.19
C -0.2501 -1.9673 -1.8404 0.65 0.68 0.09
C -1.4861 -2.3903 -1.2910 -1.21 -0.17 0.16
C -2.5719 -2.6648 -2.1181 0.27 -0.28 2.02
C -2.3998 -2.6797 -3.5020 -0.19 0.33 -0.66
C -1.1200 -2.4809 -4.0409 0.82 -0.23 -0.83
C -0.0306 -2.2202 -3.2294 -0.08 0.16 -0.80
O 0.6314 -1.2692 -1.1625 0.05 -2.33 -1.42
H -1.2743 -0.1717 -0.1806 -1.01 -0.57 -0.60
H -1.5648 -2.4528 -0.2099 -0.35 0.37 -0.04
H -3.5497 -2.8624 -1.6548 0.46 -0.05 -0.36
H -3.2654 -2.8145 -4.1476 0.20 -0.12 0.00
H -1.0028 -2.5213 -5.1359 0.08 -0.12 0.63
H 0.9843 -2.1042 -3.6185 -0.37 0.14 -0.10
C 3.0127 2.0409 -0.5427 1.02 0.66 -0.14
O 2.2414 0.8248 -0.6689 -0.19 -0.25 -0.20
H 4.0903 1.8015 -0.5858 -0.51 0.06 -0.05
H 2.8230 2.5189 0.4223 -0.21 -0.34 -0.09
H 2.7721 2.7590 -1.3411 0.07 -0.38 0.19
H 2.5885 0.2555 -1.3720 0.06 0.11 -0.07
```
Positions in Å, forces in eV/Å.

## Properties
Relative energy (zero: lowest compared OMol25 entry of this formula, charge and spin): 435.85 kJ/mol
Molar mass: 574.66 g mol⁻¹
Total charge: +4
<S²>: 8.781
Gap between HOMO and LUMO (alpha / beta): 6.09 / 4.93 eV
HOMO (alpha / beta): -18.89 / -21.97 eV
Spin multiplicity: 6

The following is a quantum chemistry calculation of a molecular structure, C18H42AlBBr4Cl2F3KLiN2O8P2S in a non-equilibrium geometry, from OMol25.

XYZ file:
```
86
Properties=species:S:1:pos:R:3:forces:R:3
C 6.6472 0.4490 1.3652 0.25 0.16 -0.62
C 6.9149 1.7412 0.5339 -0.62 -0.16 1.12
C 5.7213 2.2708 -0.2401 0.31 0.36 -1.12
C 5.0830 1.2405 -1.1799 -0.24 -0.44 1.24
C 3.8034 0.6717 -0.5515 -0.46 0.25 -1.22
C 2.5209 1.4670 -0.8687 0.36 -0.50 0.89
C 1.3073 0.5806 -0.5780 0.35 1.26 -0.29
P -0.3246 1.5744 -0.6126 2.02 -1.21 -0.12
Cl -2.2348 2.8061 -0.8925 -0.59 0.78 0.11
B -0.2573 2.1598 1.2762 0.19 -0.05 0.15
O 0.5840 3.2351 1.5873 -0.28 0.12 -0.57
O -0.9846 1.6196 2.3125 -0.38 0.43 -0.01
C -2.2884 2.1717 2.5585 0.26 -0.82 0.03
P -1.6415 -0.2198 -0.1135 -1.47 0.40 0.49
C -1.6896 -1.2085 -1.6540 0.75 0.04 0.21
C -0.7635 -1.3202 1.0844 -0.01 -0.12 -0.21
H 5.6447 0.0487 1.2676 -0.21 0.06 -0.14
H 6.8212 0.5804 2.4303 0.76 -1.05 -0.84
H 7.3175 -0.3120 0.9905 0.10 -0.36 0.33
H 7.2317 2.5473 1.2060 0.30 0.09 0.00
H 7.7594 1.5438 -0.1122 0.08 0.09 -0.26
H 6.0900 3.1004 -0.8418 0.06 0.21 0.02
H 4.9553 2.7130 0.3966 -0.10 -0.08 0.28
H 4.8546 1.6573 -2.1533 0.05 0.13 -0.19
H 5.7795 0.4144 -1.3107 0.23 -0.01 -0.28
H 3.8702 0.6329 0.5311 0.11 -0.21 0.20
H 3.6274 -0.3375 -0.9202 0.15 -0.27 0.10
H 2.5325 1.8403 -1.8964 -0.03 0.12 -0.16
H 2.4938 2.3206 -0.1920 -0.14 0.40 -0.18
H 1.2416 -0.1275 -1.4009 -0.15 -0.73 0.06
H 1.5369 0.0982 0.3682 -0.37 -0.42 0.08
H -0.4445 1.2371 -2.0828 0.06 0.00 -0.39
H 0.4046 2.7663 -0.9841 -0.33 0.08 -0.10
H 0.0554 3.8614 2.0924 0.24 0.07 0.52
H -3.0111 1.6073 1.9780 -0.19 0.12 -0.26
H -2.5171 2.0208 3.6078 0.04 0.18 0.21
H -2.3139 3.2237 2.2851 -0.18 0.21 0.04
H -0.7698 -1.7854 -1.7216 0.10 -0.29 -0.17
H -2.5376 -1.8800 -1.6308 -0.17 -0.11 0.03
H -1.7357 -0.5664 -2.5278 -0.17 0.20 -0.10
H -1.5109 -1.6402 1.8006 -0.16 0.05 0.16
H 0.0156 -0.8222 1.6537 0.20 0.12 -0.06
H -0.3930 -2.2281 0.6128 0.32 -0.02 -0.13
C -5.4179 -3.1660 1.9623 0.30 -0.04 -1.28
C -4.7370 -3.2530 0.5995 -0.18 -0.38 0.45
C -4.8114 -4.6598 0.0260 0.07 0.05 -0.19
O -3.3764 -2.8443 0.7251 0.09 0.11 -0.32
H -4.8949 -3.8630 2.7243 -0.49 0.69 -1.92
H -5.3451 -2.1567 2.3561 0.04 0.04 0.04
H -6.4683 -3.4495 1.9087 0.00 -0.12 0.07
H -5.2087 -2.5492 -0.0935 0.17 0.09 -0.03
H -4.3047 -5.3683 0.6864 -0.08 0.01 0.09
H -4.3131 -4.7055 -0.9435 -0.03 0.02 -0.04
H -5.8456 -4.9831 -0.0983 0.00 -0.01 0.03
H -2.9472 -3.4524 1.3369 -0.07 -0.03 0.08
C -3.9936 6.1828 0.9775 0.26 -0.19 -0.15
N -4.0501 6.4061 2.4455 -0.09 -0.20 -0.14
O -3.0261 6.3179 3.1039 0.31 0.19 0.02
O -5.1261 6.6770 2.9259 -0.20 0.25 0.12
H -2.9754 5.9500 0.6893 0.02 -0.08 0.08
H -4.6569 5.3525 0.7533 -0.05 0.02 -0.02
H -4.3393 7.0963 0.5032 -0.13 -0.01 0.03
C -3.6043 9.2197 4.4866 -0.26 0.15 -0.51
Br -1.7352 9.6056 4.9181 -0.11 0.20 -0.28
Br -4.6687 9.0220 6.1002 -0.08 0.12 -0.15
Br -4.3285 10.5232 3.3117 0.04 0.01 0.11
H -3.6209 8.2623 3.9784 0.09 -0.08 0.19
C 0.7301 -4.1029 -4.5709 -0.03 -0.23 0.04
C 0.5666 -2.6851 -4.3651 -0.16 -0.02 -0.07
N 0.4323 -1.5591 -4.2019 0.74 0.85 -0.10
H 1.7567 -4.3795 -4.3373 0.00 -0.02 0.00
H 0.0578 -4.6581 -3.9179 0.00 -0.02 0.01
H 0.5178 -4.3611 -5.6069 -0.01 0.01 -0.02
K 6.1079 1.9870 3.6414 -0.64 1.06 0.88
Li 1.3681 0.3351 -3.9622 -0.98 -0.50 0.47
C 2.2555 -9.1225 -3.7185 0.27 -0.14 0.40
F 2.1033 -9.1583 -2.3962 -0.05 0.11 0.10
F 3.5378 -9.3340 -3.9971 0.17 0.10 -0.10
F 1.5382 -10.0969 -4.2524 -0.19 -0.02 -0.18
S 1.7083 -7.5078 -4.3936 -1.10 -0.85 -1.19
O 2.5939 -6.5043 -3.6684 0.87 0.56 -0.18
O 0.3414 -7.3740 -3.9906 0.20 0.39 0.73
O 1.9389 -7.5888 -5.7958 0.52 0.16 -0.14
Cl 4.2177 -5.8237 -4.7973 -0.68 -0.27 0.59
Al -2.2937 7.8917 6.9496 0.22 -0.57 0.60
Br -5.0789 -3.8760 4.5242 0.16 -0.51 2.98
```
Positions in Å, forces in eV/Å.

## Properties
Molar mass: 1039.90 g mol⁻¹
Total charge: +1
Gap between HOMO and LUMO: 1.17 eV
HOMO: -6.30 eV

The following is a quantum chemistry calculation of a molecular structure, C18H42BLiN3NaO7P in a non-equilibrium geometry, from OMol25.

XYZ file:
```
74
Properties=species:S:1:pos:R:3:forces:R:3
C 2.8013 2.1756 3.0145 -0.31 0.42 0.06
O 3.2420 1.4370 4.1281 -0.66 -0.20 -0.03
B 4.5481 1.0534 4.1162 0.71 0.09 0.95
O 4.9063 0.2455 2.9631 -0.07 -0.58 -1.63
P 5.9570 1.5034 5.5790 0.12 0.34 -0.09
C 6.9748 2.7640 4.4318 -0.13 0.24 0.55
C 7.5162 2.2739 3.1128 0.60 -0.01 -0.50
N 7.0216 3.0248 1.9008 -1.03 -0.71 0.81
H 2.7915 1.5984 2.0740 0.06 0.06 -0.10
H 1.7713 2.5147 3.1266 0.08 -0.14 0.18
H 3.4083 3.0990 2.9573 -0.13 0.04 -0.29
H 4.1120 -0.1575 2.5484 -0.63 -0.08 0.54
H 6.8193 0.4012 5.0818 -0.13 0.08 -0.14
H 6.8067 1.7248 6.7386 0.02 -0.03 -0.16
H 5.0542 2.5849 5.9758 0.04 -0.10 -0.08
H 5.1095 0.5316 6.3247 0.09 0.05 -0.17
H 6.3662 3.6729 4.2942 -0.06 -0.17 0.08
H 7.8053 3.0531 5.0883 -0.09 0.06 -0.11
H 7.3262 1.1857 3.0154 -0.05 0.11 -0.05
H 8.6023 2.4018 3.0767 -0.12 -0.25 0.07
H 6.8029 2.4503 1.0948 0.30 0.21 -0.28
H 6.2838 3.6821 2.1384 0.24 0.24 -0.19
C -1.5138 0.2123 1.0260 0.07 0.01 -0.15
C -1.0705 1.3738 1.8961 -0.02 -0.05 -0.05
C -2.2124 1.9367 2.7217 0.06 0.10 -0.01
O -0.4617 2.3994 1.0971 0.13 -0.11 0.10
H -2.2826 0.5332 0.3187 -0.05 -0.03 0.03
H -0.6742 -0.1751 0.4457 0.01 -0.01 0.01
H -1.9267 -0.6002 1.6239 -0.02 0.01 0.02
H -0.2677 1.0368 2.5583 -0.02 0.03 0.04
H -2.9988 2.3100 2.0606 -0.04 -0.03 0.02
H -1.8689 2.7642 3.3412 0.00 0.01 0.01
H -2.6461 1.1754 3.3695 -0.01 -0.03 -0.01
H -1.1372 2.7465 0.5047 -0.03 0.05 0.00
Li 4.8442 1.9598 2.0167 0.52 0.62 0.13
C -2.7468 -2.9060 -0.7955 0.07 0.00 0.06
O -3.3625 -1.7256 -1.2640 -0.04 -0.09 -0.02
C -3.1481 -1.4672 -2.6453 0.18 0.16 0.01
C -4.4193 -1.5990 -3.4451 -0.17 0.01 0.00
N -4.8490 -2.9826 -3.5108 0.00 -0.03 0.19
C -6.1579 -3.1975 -4.1153 0.07 -0.10 -0.14
C -7.3729 -2.6235 -3.4052 -0.11 0.15 -0.05
O -7.6482 -3.2266 -2.1591 0.02 -0.15 0.03
C -6.9879 -2.6809 -1.0397 -0.02 0.12 0.03
H -2.8613 -2.9261 0.2867 -0.03 0.01 0.01
H -3.1983 -3.8130 -1.2110 0.00 0.02 -0.04
H -1.6768 -2.9161 -1.0359 0.00 -0.01 0.02
H -2.3809 -2.1432 -3.0386 -0.04 0.01 -0.02
H -2.7788 -0.4396 -2.7362 0.03 -0.04 0.04
H -4.2297 -1.2420 -4.4639 -0.03 0.02 0.01
H -5.1660 -0.9268 -2.9945 0.03 0.00 -0.05
H -4.8551 -3.3659 -2.5734 -0.02 -0.03 -0.03
H -6.3075 -4.2755 -4.2041 0.01 0.00 -0.02
H -6.1350 -2.7948 -5.1339 0.00 0.00 0.01
H -8.2426 -2.8230 -4.0353 -0.02 0.02 0.02
H -7.3055 -1.5335 -3.2867 0.05 -0.03 0.01
H -6.8142 -1.6066 -1.1656 0.00 -0.01 0.03
H -6.0250 -3.1617 -0.8340 -0.01 0.00 -0.05
H -7.6331 -2.8335 -0.1758 0.01 0.00 0.02
Na 5.6654 -0.9881 1.0724 0.27 -0.30 0.12
C -0.7117 0.3443 -4.6921 0.03 0.02 0.00
C -0.2256 -0.9518 -4.5819 0.00 -0.03 -0.07
C 0.7589 -1.2479 -3.6560 -0.04 -0.04 -0.07
C 1.2291 -0.2198 -2.8605 0.16 -0.09 0.21
C 0.7676 1.0799 -2.9464 -0.04 0.08 0.01
C -0.2161 1.3564 -3.8792 -0.04 0.03 -0.03
N 2.2597 -0.5355 -1.8646 0.06 -0.02 0.17
O 2.6685 -1.6747 -1.7852 0.05 -0.16 -0.05
O 2.6662 0.3603 -1.1374 0.11 0.23 0.10
H -1.4833 0.5678 -5.4164 -0.01 0.00 -0.02
H -0.6135 -1.7367 -5.2165 -0.01 0.01 -0.01
H 1.1559 -2.2455 -3.5474 0.00 -0.01 0.00
H 1.1676 1.8437 -2.2978 -0.01 0.01 0.02
H -0.5970 2.3640 -3.9705 -0.01 0.00 -0.01
```
Positions in Å, forces in eV/Å.

## Properties
Molar mass: 484.26 g mol⁻¹
Total charge: +1
Gap between HOMO and LUMO: 4.27 eV
HOMO: -9.21 eV